# 1
BrFH2NPS | ωB97M-V/def2-TZVPD

Last column: Löwdin charge in e.
Cartesian coordinates (Å):
Br -2.536 1.080 0.374  -0.10
S 0.160 -1.421 -2.008  0.29
P -0.122 -0.091 -0.640  0.12
F 0.339 1.390 -1.080  -0.29
N 0.741 -0.212 0.765  -0.14
H 0.945 -1.155 1.068  0.06
H 0.472 0.408 1.520  0.06

HOMO level (alpha / beta) ... -10.104 / -10.105 eV
Energy relative to the best compared isomer or geometry (same formula, charge and spin) ... 14.7 kJ/mol

---

# 2
BrFHP | ωB97M-V/def2-TZVPD

Last column: Löwdin charge in e.
Cartesian coordinates (Å):
Br 2.162 -2.009 -0.141  -0.10
P -0.061 0.945 -0.246  0.75
F -1.309 1.347 0.674  -0.50
H -0.791 -0.283 -0.287  -0.15

HOMO level (alpha / beta) ... -11.069 / -9.064 eV
Energy relative to the best compared isomer or geometry (same formula, charge and spin) ... 298.3 kJ/mol

---

# 3
BrH12O6 | ωB97M-V/def2-TZVPD

Last column: Löwdin charge in e.
Cartesian coordinates (Å):
Br -6.764 -15.716 6.910  0.21
O -4.726 -14.472 9.159  -0.11
O -7.911 -16.697 3.824  -0.12
O -10.228 -16.351 6.407  -0.12
O -4.271 -17.442 7.860  -0.14
O -4.169 -15.051 5.183  -0.16
O -8.312 -12.987 8.323  -0.06
H -7.554 -12.409 8.333  0.02
H -8.096 -13.558 7.648  -0.12
H -5.140 -17.022 7.936  -0.13
H -5.564 -14.554 8.739  -0.12
H -7.885 -17.649 3.655  0.03
H -4.202 -18.332 8.247  0.02
H -4.160 -14.062 8.471  0.04
H -9.268 -16.233 6.281  -0.08
H -10.540 -15.633 6.991  0.03
H -7.522 -16.504 4.708  -0.10
H -5.072 -14.868 5.557  -0.10
H -3.551 -14.946 5.930  0.01

Charge ... -1
HOMO level ... -5.788 eV
Energy relative to the best compared isomer or geometry (same formula, charge and spin) ... 78.2 kJ/mol

---

# 4
BrH12O6 | ωB97M-V/def2-TZVPD

Last column: Löwdin charge in e.
Cartesian coordinates (Å):
Br 0.580 -0.197 -0.003  0.18
O 3.443 1.587 -0.329  -0.11
O -0.720 -2.942 -0.928  -0.12
O -2.501 0.174 0.410  -0.12
O 1.985 -0.109 3.207  -0.10
O -1.330 -0.788 -3.362  -0.07
O -0.623 2.718 1.145  -0.10
H 2.887 0.810 -0.385  -0.11
H 2.684 0.152 2.607  0.01
H 1.200 -0.142 2.662  -0.06
H -0.248 -2.318 -0.377  -0.14
H -0.946 -0.640 -2.498  -0.04
H -2.015 -1.440 -3.212  0.02
H -0.038 1.992 0.925  -0.10
H 3.124 2.161 -1.025  0.02
H -1.641 -2.702 -0.828  0.00
H -1.382 2.300 1.551  0.01
H -1.559 0.011 0.362  -0.18
H -2.901 -0.630 0.078  0.01

Charge ... -1
HOMO level ... -6.046 eV
Energy relative to the best compared isomer or geometry (same formula, charge and spin) ... 37.3 kJ/mol

---

# 5
BrH12O6 | ωB97M-V/def2-TZVPD

Last column: Löwdin charge in e.
Cartesian coordinates (Å):
Br -0.861 0.336 -0.684  0.01
O -0.788 -1.745 2.288  -0.08
O -3.336 -1.873 -0.626  -0.12
O 1.740 0.188 1.740  -0.10
O 0.823 -2.580 -0.330  -0.09
O 0.981 2.896 1.038  -0.07
O 1.044 2.695 -2.206  -0.11
H -2.572 -1.296 -0.622  -0.16
H -0.996 -1.000 1.724  -0.05
H 1.540 -2.708 -0.952  0.03
H 0.568 2.594 0.229  -0.05
H -0.652 -2.474 1.683  0.00
H 0.243 3.152 -2.462  0.02
H 1.721 3.428 0.746  0.04
H 0.745 1.840 -1.897  -0.11
H 0.195 -2.031 -0.799  -0.08
H -3.295 -2.318 -1.473  0.01
H 1.345 -0.226 0.972  -0.06
H 1.555 1.121 1.631  -0.03

Charge ... -1
HOMO level ... -5.629 eV
Energy relative to the best compared isomer or geometry (same formula, charge and spin) ... 25.7 kJ/mol

---

# 6
BrH16O8 | ωB97M-V/def2-TZVPD

Last column: Löwdin charge in e.
Cartesian coordinates (Å):
Br 40.011 30.931 37.289  0.21
O 42.934 31.963 39.228  -0.13
O 41.829 30.624 34.276  -0.16
O 42.200 28.660 36.703  -0.21
O 37.351 32.179 39.353  -0.12
O 40.395 30.302 40.775  -0.21
O 40.285 34.469 38.335  -0.19
O 37.836 30.336 34.469  -0.07
O 38.026 28.448 38.404  -0.01
H 42.414 31.640 38.460  -0.04
H 37.898 31.712 38.668  -0.06
H 37.947 31.989 40.117  0.03
H 37.412 28.744 37.937  -0.12
H 39.937 34.617 39.357  0.12
H 41.579 29.373 37.118  -0.11
H 42.469 29.913 34.707  0.07
H 39.630 30.525 41.468  0.08
H 39.906 30.188 39.820  0.01
H 40.064 33.586 37.928  -0.05
H 38.654 28.891 37.804  -0.05
H 38.613 29.999 34.908  -0.03
H 43.112 28.889 37.137  0.08
H 43.584 32.670 38.906  0.06
H 37.226 30.409 35.188  0.00
H 41.321 30.881 35.063  -0.09

Charge ... -1
HOMO level ... -6.665 eV
Energy relative to the best compared isomer or geometry (same formula, charge and spin) ... 249.3 kJ/mol